Entry i
This record from OMol25 describes a cluster of 2 separate species, C6H11N in total. The level of theory is wB97M-V/def2-TZVPD.

Output
Orbital gap (alpha / beta) = 8.36 / 8.19 eV
Net charge = 0
LUMO (alpha / beta) = -0.45 / -0.11 eV

CARTESIAN COORDINATES (ANGSTROEM)
C  -1.1415  1.3870  -1.2815
C  0.2341  0.9732  -0.7211
C  0.1275  -0.2553  0.2071
C  1.9223  -0.5897  1.7642
C  -0.2079  -1.5307  -0.5691
C  -0.7419  -0.0308  1.3277
N  -1.4328  0.1600  2.2400
H  -1.5702  0.6220  -1.9379
H  -1.0593  2.3069  -1.8704
H  -1.8510  1.5734  -0.4691
H  0.6640  1.8213  -0.1811
H  0.9066  0.7505  -1.5611
H  1.8897  0.3123  2.3921
H  1.5505  -1.4371  2.3587
H  1.6591  -0.5103  0.6422
H  -0.1217  -2.4317  0.0406
H  -1.2491  -1.4733  -0.9211
H  0.4214  -1.6477  -1.4601

Entry ii
This record from OMol25 describes the molecule C6H11N. The level of theory is wB97M-V/def2-TZVPD.

Output
Orbital gap = 8.85 eV
Net charge = 0
LUMO = 1.07 eV
Structure (SMILES) = C/C=C(N)/C=C/C

CARTESIAN COORDINATES (ANGSTROEM)
C  -0.9997  2.9291  0.0547
C  -0.2863  1.6959  0.6533
C  -0.1886  0.5440  -0.0307
N  -0.8249  0.3082  -1.2747
C  0.3275  -0.6684  0.6033
C  0.9324  -1.6139  -0.1296
C  1.4160  -2.9895  0.2233
H  -0.8563  2.9179  -1.0315
H  -2.0509  2.8475  0.3330
H  -0.5166  3.8583  0.3457
H  -0.1512  1.8420  1.7145
H  -1.4802  -0.4600  -1.2326
H  -1.2983  1.1542  -1.5799
H  0.3127  -0.8094  1.6799
H  1.0421  -1.4165  -1.1965
H  1.3114  -3.7443  -0.5641
H  2.4979  -3.0184  0.3850
H  0.8130  -3.3768  1.0468

Which of them is the most stable? Correct choice: entry ii.

Entry i
This record from OMol25 describes the molecule C6H11N. The level of theory is wB97M-V/def2-TZVPD.

Output
Orbital gap = 9.45 eV
Net charge = 0
LUMO = 1.15 eV
Structure (SMILES) = C/C=N/C(C)=C/C

CARTESIAN COORDINATES (ANGSTROEM)
C  -2.5305  -0.0319  2.0179
C  -1.3789  0.3387  1.1545
N  -0.5380  -0.5175  0.7806
C  0.4953  -0.2602  -0.1075
C  1.8277  -0.7661  0.3609
C  0.2629  0.2810  -1.3068
C  1.2806  0.4602  -2.3876
H  -2.5049  -1.0913  2.2544
H  -3.4607  0.2019  1.4999
H  -2.5108  0.5506  2.9385
H  -1.3125  1.3992  0.8786
H  2.3439  0.0094  0.9278
H  2.4610  -1.0553  -0.4738
H  1.6760  -1.6206  1.0142
H  -0.7508  0.5749  -1.5506
H  0.7948  0.6894  -3.3314
H  1.8832  -0.4398  -2.5220
H  1.9618  1.2771  -2.1475

Entry ii
This record from OMol25 describes the molecule C6H11N. The level of theory is wB97M-V/def2-TZVPD.

Output
Orbital gap = 8.28 eV
Net charge = 0
LUMO = 0.80 eV
Structure (SMILES) = C=C/C(=C/C)NC

CARTESIAN COORDINATES (ANGSTROEM)
C  -1.2897  0.4507  -2.0570
C  -0.4350  -0.4392  -1.4787
C  -0.0425  -0.0217  -0.1000
C  -0.7659  0.8873  0.5824
C  -0.5046  1.5217  1.9398
N  1.1232  -0.5708  0.4122
C  1.6129  -1.8249  -0.1405
H  -2.2209  0.2483  -2.5863
H  -0.9103  1.4598  -2.1100
H  -0.3685  -1.3954  -1.9622
H  -1.7166  1.2301  0.2078
H  0.5466  1.7610  2.1812
H  -1.0294  2.4664  2.1079
H  -0.8840  0.9141  2.7596
H  1.4704  -0.3741  1.3303
H  2.0718  -1.6259  -1.1094
H  2.4561  -2.1296  0.4837
H  0.8862  -2.5578  -0.4608

Which of them is the most stable? Correct choice: entry i.

Entry i
This record from OMol25 describes the molecule C4H5NS. The level of theory is wB97M-V/def2-TZVPD.

Output
Orbital gap (alpha / beta) = 7.96 / 7.96 eV
Net charge = 0
LUMO (alpha / beta) = -0.32 / -0.32 eV
Structure (SMILES) = C=C(C)N=C=S

CARTESIAN COORDINATES (ANGSTROEM)
C  -1.4125  0.2828  0.7132
C  -0.6278  0.6333  -0.2943
C  0.3591  -0.2898  -0.8170
N  -0.8610  1.8024  -0.9626
C  -0.2239  2.2927  -2.0590
S  0.0568  3.2841  -3.1922
H  -2.2249  0.8405  1.0031
H  -1.1846  -0.5956  1.2840
H  0.8728  -0.9146  -0.0399
H  -0.4281  -1.0187  -1.2838
H  1.0572  0.1526  -1.5431

Entry ii
This record from OMol25 describes a cluster of 2 separate species, C4H5NS in total. The level of theory is wB97M-V/def2-TZVPD.

Output
Orbital gap = 8.65 eV
Net charge = 0
LUMO = 0.69 eV
Structure (SMILES) = CC1=CS1.C#N

CARTESIAN COORDINATES (ANGSTROEM)
C  0.7071  -0.8741  0.8055
C  1.0296  0.2341  -0.0044
C  1.8036  0.8229  -0.8715
S  0.6030  2.0037  -0.0418
H  1.2067  -0.5752  1.8511
H  1.3382  -1.6854  0.5608
H  -0.2863  -1.2524  0.9240
H  2.6626  0.7505  -1.5787
C  -3.0554  0.2622  -0.5946
N  -3.6078  -0.7709  -0.5568
H  -2.4012  1.0847  -0.4935

Which of them is the most stable? Correct choice: entry i.

Entry i
This record from OMol25 describes the molecule C4H5NS. The level of theory is wB97M-V/def2-TZVPD.

Output
Orbital gap = 10.23 eV
Net charge = 0
LUMO = 0.65 eV
Structure (SMILES) = C[C@H]1S[C@@H]1C#N

CARTESIAN COORDINATES (ANGSTROEM)
C  0.7114  1.4441  0.1577
C  -0.3357  0.4073  -0.1429
S  -0.5178  -0.2155  -1.8228
C  -0.1182  -1.0007  -0.2771
C  -0.9355  -2.0494  0.3307
N  -1.5259  -2.9222  0.8330
H  1.0301  1.4557  1.2478
H  1.7114  1.1260  -0.2467
H  0.4148  2.4896  -0.0636
H  -1.3201  0.6578  0.2563
H  0.8856  -1.3926  -0.2724

Entry ii
This record from OMol25 describes the molecule C4H5NS. The level of theory is wB97M-V/def2-TZVPD.

Output
Orbital gap = 9.66 eV
Net charge = 0
LUMO = 0.84 eV
Structure (SMILES) = C1=NS[C@@H]2C[C@@H]12

CARTESIAN COORDINATES (ANGSTROEM)
C  0.2680  1.4838  0.0904
N  1.3427  0.8253  0.1025
S  1.0442  -0.9096  -0.1119
C  -0.6040  -0.6882  0.4003
C  -2.0576  -0.2573  0.0011
C  -0.9175  0.6309  -0.3442
H  0.3292  2.5552  0.2617
H  -0.5780  -0.4482  1.4657
H  -2.4730  -0.7425  -0.8999
H  -2.8163  -0.0936  0.7485
H  -0.7021  0.4888  -1.3875

Entry iii
This record from OMol25 describes a structure of composition C4H5NS. The level of theory is wB97M-V/def2-TZVPD.

Output
Orbital gap = 8.13 eV
Net charge = 0
LUMO = 0.33 eV

CARTESIAN COORDINATES (ANGSTROEM)
C  0.2446  0.0333  0.0727
C  -0.5573  1.1672  0.1655
C  -1.8652  0.7278  -0.0197
C  -1.9116  -0.6417  -0.1867
H  1.9393  1.2706  -0.4407
H  0.0343  2.1911  0.2621
H  -2.6403  1.4050  -0.2500
H  -2.6128  -1.4534  0.2275
H  -0.1497  -2.0766  0.6063
N  -0.6632  -1.0661  -0.0090
S  2.0380  -0.0996  -0.0333

Which of them is the most stable? Correct choice: entry i.

Entry i
This record from OMol25 describes a cluster of 2 separate species, C4H12NOS in total. The level of theory is wB97M-V/def2-TZVPD.

Output
Orbital gap (alpha / beta) = 1.85 / 6.01 eV
Net charge = -2
2S+1 = 2
LUMO (alpha / beta) = 5.76 / 5.67 eV
Expectation value of S² = 0.75

CARTESIAN COORDINATES (ANGSTROEM)
C  1.9667  1.4608  1.1126
N  0.7274  1.6707  0.3112
C  0.0887  0.4250  -0.2435
C  -1.0293  0.7784  -1.2213
S  -1.4597  -0.5252  -2.3729
C  -0.3640  -0.4650  0.9378
H  2.6952  2.2726  0.9896
H  1.6546  1.5033  2.1714
H  2.4636  0.4993  0.9937
H  0.0532  1.9123  1.0214
H  0.9091  -0.1595  -0.6686
H  -1.9329  1.0791  -0.6560
H  -0.7786  1.7281  -1.7011
H  0.3592  -0.6915  1.7337
H  -0.5796  -1.4640  0.5619
H  -1.2182  -0.0086  1.4554
H  -1.3167  -3.7891  -2.0649
H  -1.2199  -2.6206  -1.2114
O  -1.0190  -3.6059  -1.1491

Entry ii
This record from OMol25 describes a cluster of 2 separate species, C4H12NOS in total. The level of theory is wB97M-V/def2-TZVPD.

Output
Orbital gap (alpha / beta) = 1.86 / 5.88 eV
Net charge = -2
2S+1 = 2
LUMO (alpha / beta) = 5.80 / 5.80 eV
Expectation value of S² = 0.75

CARTESIAN COORDINATES (ANGSTROEM)
C  -0.8993  -1.0692  -1.9039
N  -0.1374  -0.1319  -1.1645
C  0.0554  -0.1457  0.2279
C  1.4328  -0.6244  0.7087
S  1.7187  -0.1336  2.5078
C  -1.2351  -0.6785  0.9725
H  -0.7204  -2.1604  -1.6408
H  -1.9792  -0.8867  -1.8446
H  -0.7343  -1.1594  -3.0207
H  -0.1582  0.9336  -1.3389
H  0.1962  0.8942  0.5916
H  1.7365  -1.7077  0.3938
H  1.9041  0.0634  0.1172
H  -2.0571  -1.0895  0.3605
H  -1.7735  0.0624  1.5654
H  -0.9376  -1.5058  1.6014
H  0.9011  3.7876  1.0348
H  1.4939  2.3493  0.5629
O  1.1934  3.2022  0.2689

Which of them is the most stable? Correct choice: entry i.